[1]
Entry from OMol25: 2 unconnected molecules or ions with the total composition C6H15O (ωB97M-V/def2-TZVPD).

Results
- Frontier orbital gap: 6.71 eV
- Total charge: -1
- Relative energy (zero: lowest compared OMol25 entry of this formula, charge and spin): 10.8 kcal/mol
- E_HOMO: -2.50 eV
- LUMO level: 0.155 Ha

XYZ file:
```
22
C6H15O | OMol25 | ωB97M-V/def2-TZVPD
C -0.039 -1.595 1.961
O -0.010 -0.709 0.897
C -1.422 -2.201 2.009
H 0.310 -1.110 2.911
H 0.770 -2.414 1.844
H -1.509 -2.918 2.804
H -1.598 -2.681 1.036
H -2.138 -1.345 2.192
C 0.654 0.064 -2.809
C -0.063 0.742 -1.685
C 0.861 1.627 -0.779
C 0.059 2.151 0.366
H 1.246 0.697 -3.464
H 0.022 -0.514 -3.499
H 1.453 -0.632 -2.386
H -0.529 0.030 -0.983
H -0.791 1.441 -2.057
H 1.219 2.472 -1.416
H 1.761 1.056 -0.463
H -0.769 2.723 -0.058
H 0.643 2.785 1.056
H -0.319 1.250 0.902
```


[2]
Entry from OMol25: a molecular structure, C6H15O2 (ωB97M-V/def2-TZVPD).

Results
- Frontier orbital gap: 6.27 eV
- Total charge: -1
- Relative energy (zero: lowest compared OMol25 entry of this formula, charge and spin): 84.5 kcal/mol
- E_HOMO: -2.85 eV
- LUMO level: 0.126 Ha

XYZ file:
```
23
C6H15O2 | OMol25 | ωB97M-V/def2-TZVPD
C 1.552 -1.505 0.171
O 1.832 -2.697 0.889
C 0.357 -0.510 0.352
C -0.726 -0.456 -0.729
C -0.447 0.772 -1.563
C -0.284 2.194 -0.843
C -1.135 2.452 0.532
H 1.616 -1.878 -0.958
H 2.473 -0.764 0.268
H 0.833 0.388 0.625
H -0.191 -0.957 1.363
H -0.870 -1.447 -1.360
H -1.777 -0.262 -0.401
H 0.240 0.878 -2.287
H -1.435 0.765 -2.142
H -0.846 2.884 -1.543
H 0.806 2.428 -0.747
H -1.528 3.484 0.564
H -1.954 1.777 0.401
H -0.470 2.123 1.321
H 0.866 -3.055 2.734
H 0.822 -3.232 1.168
O 0.265 -3.382 2.185
```


[3]
Entry from OMol25: 2 unconnected molecules or ions with the total composition C6H15O2 (ωB97M-V/def2-TZVPD).

Results
- Frontier orbital gap (alpha / beta): 2.94 / 6.46 eV
- Total charge: -2
- Spin multiplicity: 2
- Relative energy (zero: lowest compared OMol25 entry of this formula, charge and spin): 8.0 kcal/mol
- E_HOMO (alpha / beta): 3.27 / -0.37 eV
- <S²>: 0.75
- LUMO level (alpha / beta): 0.228 / 0.224 Ha

XYZ file:
```
23
C6H15O2 | OMol25 | ωB97M-V/def2-TZVPD
C -1.457 0.215 2.772
O -2.324 -0.389 1.994
C 0.086 -0.080 2.399
C 0.266 0.443 0.951
C 0.039 -0.621 -0.100
C -0.396 -0.036 -1.480
C 1.175 -1.606 -0.343
H -1.624 -0.008 3.859
H -1.579 1.374 2.839
H 0.784 0.433 3.074
H 0.215 -1.159 2.536
H 1.240 0.914 0.704
H -0.531 1.172 0.817
H -0.863 -1.117 0.296
H 0.461 0.504 -1.895
H -1.227 0.650 -1.415
H -0.562 -0.876 -2.153
H 1.688 -1.855 0.604
H 1.981 -1.099 -0.885
H 0.913 -2.513 -0.867
H 0.065 2.322 -4.142
H 1.313 1.709 -4.781
O 0.336 1.624 -4.786
```


[4]
Entry from OMol25: a single C6H15O3PS molecule (ωB97M-V/def2-TZVPD).

Results
- Frontier orbital gap: 8.69 eV
- SMILES: CCO[P@@](C)(=O)C=S(C)(C)=O
- Relative energy (zero: lowest compared OMol25 entry of this formula, charge and spin): 59.2 kcal/mol
- E_HOMO: -8.44 eV
- LUMO level: 0.009 Ha

XYZ file:
```
26
C6H15O3PS | OMol25 | ωB97M-V/def2-TZVPD
C 2.862 -0.944 0.874
C 1.538 -1.152 1.613
O 0.564 -0.516 0.765
P -0.333 -1.553 -0.133
C 0.493 -1.564 -1.706
O -0.384 -2.788 0.695
C -1.680 -0.515 -0.553
S -1.025 1.277 -0.327
C -2.125 2.116 -1.496
C -1.246 2.033 1.350
O 0.178 1.716 -1.049
H 3.258 0.091 0.856
H 3.537 -1.625 1.374
H 2.724 -1.282 -0.145
H 1.470 -0.713 2.668
H 1.262 -2.189 1.740
H 0.280 -0.576 -2.118
H 1.573 -1.844 -1.602
H 0.052 -2.252 -2.338
H -2.436 -0.513 0.133
H -1.605 3.014 -1.751
H -1.923 1.366 -2.333
H -3.119 2.039 -1.216
H -0.930 2.996 1.102
H -2.319 2.032 1.580
H -0.667 1.347 2.015
```


[5]
Entry from OMol25: 2 unconnected molecules or ions with the total composition C6H15O3SSi (ωB97M-V/def2-TZVPD).

Results
- Frontier orbital gap (alpha / beta): 7.06 / 7.06 eV
- Total charge: -1
- Relative energy (zero: lowest compared OMol25 entry of this formula, charge and spin): 99.1 kcal/mol
- E_HOMO (alpha / beta): -4.06 / -4.11 eV
- LUMO level (alpha / beta): 0.110 / 0.108 Ha

XYZ file:
```
26
C6H15O3SSi | OMol25 | ωB97M-V/def2-TZVPD
C -2.151 0.179 -3.346
C 1.226 -1.997 1.500
C 1.542 0.649 3.229
C -1.221 0.584 -2.242
C -1.418 -0.172 -0.990
C 0.614 0.728 0.302
O 2.268 2.401 -0.835
O 3.000 0.358 0.349
O 2.221 0.210 -1.918
Si 1.962 -0.233 1.524
S 1.994 0.951 -0.701
H -3.207 0.548 -3.134
H -1.899 0.505 -4.295
H -2.118 -0.893 -3.289
H 1.974 -2.546 0.927
H 1.013 -2.343 2.543
H 0.280 -1.951 1.045
H 0.573 0.229 3.458
H 2.134 0.256 3.972
H 1.646 1.804 3.286
H -0.245 0.369 -2.657
H -1.201 1.671 -1.955
H -1.985 0.351 -0.239
H -1.323 -1.181 -1.035
H -0.044 1.652 0.412
H 3.386 -0.703 2.295
```


[6]
Entry from OMol25: 2 unconnected molecules or ions with the total composition C6H15O4 (ωB97M-V/def2-TZVPD).

Results
- Frontier orbital gap (alpha / beta): 9.47 / 6.59 eV
- Spin multiplicity: 2
- Relative energy (zero: lowest compared OMol25 entry of this formula, charge and spin): 36.9 kcal/mol
- E_HOMO (alpha / beta): -8.78 / -8.78 eV
- <S²>: 0.75
- LUMO level (alpha / beta): 0.025 / -0.080 Ha

XYZ file:
```
25
C6H15O4 | OMol25 | ωB97M-V/def2-TZVPD
O -1.120 -1.387 -2.141
C -0.194 -2.341 -1.792
C 1.251 -1.979 -2.075
O 1.652 -0.945 -1.212
C 3.004 -0.596 -1.354
H -0.464 -3.251 -2.367
H -0.331 -2.624 -0.729
H 1.358 -1.665 -3.130
H 1.881 -2.874 -1.921
H 3.218 0.211 -0.643
H 3.660 -1.455 -1.131
H 3.222 -0.244 -2.378
C -3.149 -1.460 -1.403
H -3.138 -2.509 -1.746
H -3.321 -0.707 -2.183
H -2.711 -1.093 -0.459
O -4.813 -1.446 -0.857
C -7.536 -2.412 -0.346
O -6.532 -2.051 0.582
C -5.231 -2.283 0.148
H -8.496 -2.386 0.181
H -7.576 -1.704 -1.190
H -7.358 -3.428 -0.736
H -4.576 -2.141 1.025
H -5.121 -3.332 -0.207
```


[7]
Entry from OMol25: 3 unconnected molecules or ions with the total composition C6H15OP (ωB97M-V/def2-TZVPD).

Results
- Frontier orbital gap: 10.08 eV
- SMILES: CC1(C)CO1.C=P.C
- Relative energy (zero: lowest compared OMol25 entry of this formula, charge and spin): 86.8 kcal/mol
- E_HOMO: -9.97 eV
- LUMO level: 0.004 Ha

XYZ file:
```
23
C6H15OP | OMol25 | ωB97M-V/def2-TZVPD
C -4.231 -0.300 0.555
C -2.828 -0.056 0.016
C -2.095 -1.242 -0.583
C -2.050 1.127 0.557
O -2.542 1.129 -0.753
H -4.855 0.654 0.908
H -4.199 -0.998 1.352
H -4.782 -0.927 -0.079
H -2.494 -1.381 -1.578
H -1.008 -1.045 -0.668
H -2.340 -2.226 -0.168
H -2.660 1.735 1.177
H -0.954 0.991 0.656
C 5.681 -1.388 -0.257
P 4.154 -2.045 -0.249
H 6.354 -1.584 0.486
H 6.196 -0.965 -1.197
H 4.269 -2.535 1.114
C 2.076 2.213 -0.240
H 1.530 1.743 0.464
H 2.298 1.403 -0.898
H 1.452 2.984 -0.804
H 3.028 2.713 0.190
```


[8]
Entry from OMol25: 2 unconnected molecules or ions with the total composition C6H16 (ωB97M-V/def2-TZVPD).

Results
- Frontier orbital gap (alpha / beta): 2.75 / 11.50 eV
- Total charge: -1
- Spin multiplicity: 2
- Relative energy (zero: lowest compared OMol25 entry of this formula, charge and spin): 30.4 kcal/mol
- E_HOMO (alpha / beta): 1.48 / -7.38 eV
- <S²>: 0.75
- LUMO level (alpha / beta): 0.156 / 0.152 Ha

XYZ file:
```
22
C6H16 | OMol25 | ωB97M-V/def2-TZVPD
C -2.327 -0.480 1.849
C -1.936 -1.547 0.776
C -1.362 0.651 2.232
H -2.611 -1.081 2.725
H -3.282 -0.052 1.522
H -0.885 -1.735 1.108
H -2.539 -2.442 0.993
H -1.583 1.644 1.865
H -1.836 -1.360 -0.281
H -0.326 0.502 1.944
H -1.272 0.555 3.338
C 2.000 -0.150 -1.836
C 0.883 0.783 -2.435
C 2.546 0.647 -0.688
H 1.515 -1.075 -1.562
H 2.675 -0.147 -2.698
H 1.193 1.803 -2.250
H 2.963 -0.073 0.063
H 3.466 1.167 -0.972
H -0.130 0.465 -2.176
H 0.845 0.645 -3.521
H 2.004 1.280 0.005
```


[9]
Entry from OMol25: 2 unconnected molecules or ions with the total composition C6H16 (ωB97M-V/def2-TZVPD).

Results
- Frontier orbital gap: 12.08 eV
- SMILES: CCC.CCC
- Relative energy (zero: lowest compared OMol25 entry of this formula, charge and spin): 39.1 kcal/mol
- E_HOMO: -10.93 eV
- LUMO level: 0.042 Ha

XYZ file:
```
22
C6H16 | OMol25 | ωB97M-V/def2-TZVPD
C 0.873 -0.674 0.919
C 1.988 -1.015 -0.092
C 2.021 -2.542 -0.310
H 0.992 0.256 1.372
H -0.132 -0.844 0.375
H 0.873 -1.435 1.749
H 2.875 -0.572 0.255
H 1.829 -0.404 -1.032
H 2.693 -2.876 -1.061
H 0.968 -2.982 -0.290
H 2.463 -3.110 0.547
C -2.313 1.152 0.815
C -1.501 2.116 -0.150
C -1.038 1.308 -1.485
H -3.379 1.150 0.802
H -1.961 0.117 0.754
H -1.931 1.574 1.781
H -2.043 3.040 -0.152
H -0.601 2.459 0.431
H -1.907 0.614 -1.849
H -0.699 1.874 -2.288
H -0.068 0.793 -1.091
```


[10]
Entry from OMol25: 2 unconnected molecules or ions with the total composition C6H16 (ωB97M-V/def2-TZVPD).

Results
- Frontier orbital gap: 11.69 eV
- SMILES: CCC.CCC
- Relative energy (zero: lowest compared OMol25 entry of this formula, charge and spin): 58.0 kcal/mol
- E_HOMO: -10.67 eV
- LUMO level: 0.038 Ha

XYZ file:
```
22
C6H16 | OMol25 | ωB97M-V/def2-TZVPD
C 1.064 0.383 1.857
C 1.102 -0.963 1.051
C 1.003 -2.046 2.063
H 1.814 0.586 2.622
H 0.224 0.641 2.415
H 1.323 1.129 1.002
H 0.369 -0.999 0.323
H 2.047 -0.975 0.406
H 1.872 -2.057 2.800
H 0.194 -2.291 2.656
H 1.185 -2.911 1.560
C -1.504 -0.229 -2.457
C -0.895 0.627 -1.253
C -0.997 2.083 -1.328
H -0.886 0.094 -3.236
H -2.514 0.007 -2.667
H -1.660 -1.357 -2.306
H -1.108 0.401 -0.205
H 0.276 0.308 -1.272
H -1.710 2.406 -0.593
H 0.074 2.558 -1.103
H -1.270 2.606 -2.337
```


[11]
Entry from OMol25: 2 unconnected molecules or ions with the total composition C6H16 (ωB97M-V/def2-TZVPD).

Results
- Frontier orbital gap: 11.98 eV
- SMILES: CCC.CCC
- Relative energy (zero: lowest compared OMol25 entry of this formula, charge and spin): 10.7 kcal/mol
- E_HOMO: -10.91 eV
- LUMO level: 0.039 Ha

XYZ file:
```
22
C6H16 | OMol25 | ωB97M-V/def2-TZVPD
C 0.596 1.126 -2.324
C 1.059 -0.210 -1.775
C 0.472 -1.468 -2.373
H 1.256 1.471 -3.128
H -0.366 1.086 -2.837
H 0.638 1.930 -1.587
H 0.977 -0.232 -0.692
H 2.152 -0.273 -1.808
H -0.468 -1.761 -1.904
H 1.096 -2.336 -2.163
H 0.420 -1.433 -3.461
C -1.694 0.951 2.343
C -0.531 0.292 1.607
C 0.165 -0.691 2.532
H -1.367 1.560 3.194
H -2.335 0.179 2.773
H -2.345 1.573 1.717
H -1.012 -0.198 0.755
H 0.126 1.019 1.141
H -0.475 -1.555 2.722
H 1.155 -0.999 2.184
H 0.329 -0.238 3.509
```


[12]
Entry from OMol25: 2 unconnected molecules or ions with the total composition C6H16 (ωB97M-V/def2-TZVPD).

Results
- Frontier orbital gap: 11.99 eV
- SMILES: CC(C)C.CC
- Relative energy (zero: lowest compared OMol25 entry of this formula, charge and spin): 21.4 kcal/mol
- E_HOMO: -10.87 eV
- LUMO level: 0.041 Ha

XYZ file:
```
22
C6H16 | OMol25 | ωB97M-V/def2-TZVPD
C -2.379 -1.296 -0.520
C -1.158 -0.459 -0.080
C -1.019 0.769 -1.040
C -1.447 0.098 1.336
H -3.088 -0.784 -1.165
H -2.968 -1.726 0.293
H -1.956 -2.181 -1.009
H -0.235 -1.021 -0.033
H -0.016 1.104 -1.293
H -1.829 0.739 -1.768
H -1.387 1.653 -0.494
H -1.635 -0.725 2.031
H -0.639 0.691 1.760
H -2.368 0.678 1.265
C 3.317 0.605 -0.480
C 2.450 0.159 0.724
H 3.509 -0.225 -1.153
H 2.816 1.389 -1.047
H 4.221 1.041 -0.058
H 2.857 -0.745 1.146
H 2.431 0.942 1.497
H 1.392 0.208 0.478
```